# 1
68
Properties=species:S:1:pos:R:3 method="wB97M-V/def2-TZVPD" total_charge=+2 s_squared=0.816 spin_multiplicity=2 total_energy_ev=-83345.898 homo_energy_ev="-13.9 / -14.0" orbital_gap_ev="5.68 / 5.90"
Re 0.5410 -0.3425 0.0537
C 0.2533 -3.8675 1.8448
C 1.6893 -3.4235 2.0431
S 2.1859 -2.2639 0.7075
C 3.4989 -1.3078 1.5650
C 3.9176 -0.1258 0.7149
S 2.5688 0.9862 0.1422
C 2.2598 2.1328 1.5464
C 1.6225 1.5179 2.7721
S 0.0719 0.6290 2.3077
C 0.0835 -0.7010 3.5797
C -0.9916 -1.7405 3.3206
S -0.9531 -2.5070 1.6640
H -0.0712 -4.4960 2.6731
H 0.1624 -4.4461 0.9239
H 2.3410 -4.2951 1.9632
H 1.8478 -2.9631 3.0174
H 4.3541 -1.9708 1.7045
H 3.1376 -0.9976 2.5439
H 4.3654 -0.4761 -0.2170
H 4.6512 0.4892 1.2365
H 1.5927 2.8796 1.1115
H 3.2059 2.6086 1.8034
H 1.3177 2.3074 3.4614
H 2.2927 0.8334 3.2878
H -0.1232 -0.2088 4.5319
H 1.0756 -1.1463 3.6153
H -1.9765 -1.2809 3.3905
H -0.9264 -2.5412 4.0565
C -1.6001 -3.6152 -2.0146
C -1.1249 -2.1869 -2.2138
C -1.6378 -1.5765 -3.5142
O -1.4581 -1.3738 -1.0995
C 0.4615 -2.1810 -2.3366
O 0.9820 -2.9804 -3.0629
O 1.0229 -1.2745 -1.6466
H -2.6833 -3.6633 -2.1025
H -1.3163 -3.9886 -1.0328
H -1.1646 -4.2640 -2.7685
H -2.7208 -1.6747 -3.5540
H -1.2051 -2.1035 -4.3613
H -1.3844 -0.5223 -3.5741
H -2.2689 -1.7211 -0.7057
C 1.2375 1.0795 -3.2633
Si 0.0533 2.1105 -2.1896
C 1.0987 3.6835 -1.8520
C -1.5867 2.4393 -3.1119
N -0.4541 1.3344 -0.6339
C -1.5282 1.8471 0.0241
C -1.8377 3.2229 0.0217
C -2.8894 3.7240 0.7548
C -3.7058 2.8797 1.4960
C -3.4483 1.5138 1.4898
C -2.3850 1.0077 0.7766
H 1.6859 1.7554 -3.9859
H 0.7475 0.2995 -3.8332
H 2.0445 0.6137 -2.7078
H 1.2201 4.1977 -2.8000
H 2.0952 3.4397 -1.4987
H 0.6628 4.3973 -1.1647
H -1.4495 2.3002 -4.1802
H -1.9248 3.4608 -2.9713
H -2.3878 1.7798 -2.7884
H -1.2198 3.9008 -0.5380
H -3.0732 4.7863 0.7441
H -4.5362 3.2814 2.0524
H -4.0980 0.8500 2.0388
H -2.2175 -0.0622 0.7423

---

# 2
53
Properties=species:S:1:pos:R:3 method="wB97M-V/def2-TZVPD" total_charge=-2 total_energy_ev=-98759.701 homo_energy_ev="1.3 / 1.3" orbital_gap_ev="3.32 / 3.32"
Pt -1.6345 -0.7831 1.6598
O -1.2358 2.0280 7.1115
C -1.1068 1.3907 5.8881
C -0.5443 2.0057 4.8086
C -0.4193 1.2931 3.5837
N -0.9357 0.0289 3.4907
C -1.5241 -0.5348 4.5512
C -1.5938 0.0725 5.7884
C -2.1803 -1.9053 4.3114
O -2.5128 -2.5646 5.3019
O -2.3480 -2.2382 3.0929
C 0.2810 1.9270 2.4861
O 0.9023 2.9849 2.6459
O 0.3366 1.3632 1.2511
H -0.8616 2.9081 7.0023
H -0.1662 3.0205 4.8523
H -2.0436 -0.4472 6.6202
C -0.8201 0.6925 0.5918
Ge -0.0129 0.0260 -1.0418
C 0.8065 1.4703 -2.1448
C 0.6483 1.5767 -3.5269
C 1.2383 2.6102 -4.2477
C 1.9985 3.5675 -3.5914
C 2.1571 3.4862 -2.2134
C 1.5683 2.4510 -1.4986
C -1.2948 -0.8516 -2.2497
C -2.6674 -0.7423 -2.0239
C -3.5803 -1.3288 -2.8900
C -3.1365 -2.0501 -3.9920
C -1.7744 -2.1844 -4.2201
C -0.8656 -1.5862 -3.3534
C 1.4715 -1.2311 -0.7464
C 2.5733 -1.2604 -1.6005
C 3.6048 -2.1740 -1.4132
C 3.5501 -3.0697 -0.3547
C 2.4636 -3.0442 0.5111
C 1.4324 -2.1349 0.3166
H -1.5106 1.5070 0.3243
H 0.0458 0.8449 -4.0543
H 1.0994 2.6692 -5.3222
H 2.4579 4.3767 -4.1486
H 2.7369 4.2371 -1.6885
H 1.6791 2.4106 -0.4200
H -3.0145 -0.2349 -1.1293
H -4.6425 -1.2416 -2.6914
H -3.8501 -2.5190 -4.6607
H -1.4183 -2.7608 -5.0671
H 0.1984 -1.7102 -3.5337
H 2.6363 -0.5499 -2.4192
H 4.4538 -2.1796 -2.0885
H 4.3549 -3.7803 -0.2003
H 2.4181 -3.7330 1.3468
H 0.5815 -2.1083 0.9955

---

# 3
107
Properties=species:S:1:pos:R:3 method="wB97M-V/def2-TZVPD" total_charge=-2 total_energy_ev=-119537.021 homo_energy_ev=-0.9 orbital_gap_ev=4.92
Pd -0.1681 -0.5373 1.2315
O -0.8526 -0.3539 5.6108
C 0.0569 0.0798 4.8755
O 0.0133 0.9836 4.0099
C 1.4382 -0.5876 5.0419
C 1.7359 -1.1111 6.2995
C 2.9807 -1.6422 6.5859
C 3.9410 -1.6955 5.5835
C 3.6352 -1.2325 4.3126
C 2.3928 -0.6604 4.0183
P 1.9493 -0.1242 2.2887
C 2.6508 1.5739 2.1923
C 2.5595 2.4566 3.2688
C 3.0275 3.7584 3.1554
C 3.5975 4.2007 1.9689
C 3.6821 3.3322 0.8899
C 3.2073 2.0328 0.9980
C 3.1843 -1.0884 1.3214
C 2.7133 -2.2465 0.7054
C 3.5724 -3.0728 -0.0089
C 4.9125 -2.7431 -0.1372
C 5.3930 -1.5805 0.4544
C 4.5352 -0.7658 1.1793
H 0.9464 -1.0705 7.0392
H 3.2025 -2.0129 7.5808
H 4.9235 -2.1109 5.7781
H 4.3771 -1.3432 3.5388
H 2.0991 2.1183 4.1889
H 2.9329 4.4320 3.9998
H 3.9630 5.2176 1.8810
H 4.1054 3.6648 -0.0506
H 3.2298 1.3846 0.1306
H 1.6541 -2.4798 0.7492
H 3.1785 -3.9602 -0.4898
H 5.5796 -3.3795 -0.7072
H 6.4359 -1.3039 0.3474
H 4.9205 0.1421 1.6269
C -2.1864 -1.3681 2.5318
P -1.4689 -3.0140 2.2945
C -0.1416 -3.1869 3.4988
C -2.7302 -4.1229 3.0056
O -1.1377 -3.4436 0.9064
H -2.6648 -1.3398 3.5133
H -2.8921 -1.1457 1.7337
H -1.4044 -0.5482 2.6254
H -0.5012 -2.9444 4.5017
H 0.6760 -2.5137 3.2591
H 0.2164 -4.2180 3.4644
H -2.9931 -3.8314 4.0235
H -2.3406 -5.1422 3.0034
H -3.6226 -4.0973 2.3779
C -5.8084 5.3391 2.4341
C -5.1688 5.1350 1.0619
C -4.0051 4.1960 1.0860
N -4.0046 3.0592 0.4827
N -2.8550 2.3294 0.6505
C -1.9760 2.9498 1.3912
N -0.7295 2.5380 1.6864
S -2.5362 4.5106 1.9525
H -6.6879 5.9830 2.3640
H -5.1076 5.7995 3.1331
H -6.1137 4.3820 2.8592
H -4.8547 6.1024 0.6575
H -5.8882 4.7059 0.3633
H -0.4587 1.5447 1.5298
H -0.3222 2.8835 2.5428
C 0.4928 -3.5772 -2.9527
Si -1.0442 -2.5622 -3.3347
C -1.7089 -3.1439 -5.0115
C -2.3163 -2.9867 -2.0249
Si -0.4800 -0.3043 -3.2755
Te 0.6185 0.2595 -1.1748
Si -2.3321 1.0752 -3.6029
C -1.8647 2.8600 -3.2461
C -3.7099 0.6329 -2.4094
C -3.0335 1.0226 -5.3637
Si 1.0894 0.1296 -4.9503
C 1.4255 1.9840 -5.0187
C 0.5997 -0.3938 -6.7041
C 2.7247 -0.7201 -4.5640
H 0.2520 -4.6433 -2.8924
H 0.9006 -3.2528 -1.9919
H 1.2721 -3.4353 -3.7069
H -1.9427 -4.2131 -4.9703
H -0.9787 -2.9839 -5.8086
H -2.6196 -2.6062 -5.2894
H -2.4675 -4.0701 -1.9804
H -3.2793 -2.5068 -2.2175
H -1.9607 -2.6528 -1.0453
H -1.3823 2.9161 -2.2669
H -2.7583 3.4925 -3.2353
H -1.1614 3.2565 -3.9831
H -3.3214 0.6073 -1.3872
H -4.1492 -0.3433 -2.6313
H -4.5009 1.3886 -2.4497
H -2.3011 1.3907 -6.0880
H -3.9271 1.6523 -5.4327
H -3.3073 0.0067 -5.6613
H 0.6000 2.5204 -5.4947
H 2.3434 2.1907 -5.5790
H 1.5386 2.3776 -4.0055
H -0.3882 -0.0167 -6.9803
H 0.5761 -1.4820 -6.7995
H 1.3273 -0.0046 -7.4251
H 2.9383 -0.6486 -3.4947
H 3.5443 -0.2507 -5.1181
H 2.6934 -1.7814 -4.8247